A 2-piece molecular cluster, C33H41N4O2 overall at a distorted geometry, computed with ωB97M-V/def2-TZVPD.

Charge   +1
LUMO energy   -4.2953 eV
ΔE to the lowest compared entry with this formula, charge and spin   0.5584 eV
Total energy   -1651.30594 Ha
Gap between HOMO and LUMO   5.43 eV

Element x y z (Å)
1 C -1.74802 -2.77320 2.05244
2 C -1.32313 -1.35283 2.53200
3 C 0.16408 -1.39291 2.70025
4 C 0.63920 -2.64020 2.31902
5 N 1.93003 -3.05505 2.31982
6 C 2.87377 -2.36598 3.19706
7 C 4.30280 -2.62894 2.74884
8 O 4.56880 -4.02595 2.61456
9 C 3.71588 -4.65540 1.65383
10 C 2.23468 -4.43780 1.91480
11 C -0.44815 -3.57239 1.82320
12 H -2.33208 -3.23259 2.85847
13 H -2.37978 -2.76007 1.15672
14 H -1.66148 -0.60170 1.81308
15 H -1.79545 -1.07583 3.48083
16 H 0.60489 -0.80665 3.53473
17 H 2.70552 -1.28601 3.17874
18 H 2.75748 -2.69338 4.24812
19 H 4.47617 -2.08847 1.79543
20 H 5.00979 -2.27318 3.51655
21 H 3.94569 -4.29454 0.63447
22 H 3.96075 -5.72258 1.74635
23 H 1.90275 -5.14825 2.69275
24 H 1.69027 -4.66941 0.99169
25 H -0.45070 -4.50359 2.41649
26 H -0.34410 -3.87120 0.76393
27 C -4.22871 2.75520 -1.24840
28 N -3.04209 1.93572 -1.21249
29 C -2.66100 1.17775 -2.28661
30 O -3.28915 1.06792 -3.34040
31 C -1.36495 0.47797 -1.90389
32 C -0.23659 0.60123 -2.95457
33 C -0.58792 -0.12945 -4.20102
34 C -0.78819 -1.49689 -4.36690
35 N -1.29009 -1.72383 -5.63355
36 C -1.39044 -0.52357 -6.32192
37 C -1.96297 -0.23930 -7.55577
38 C -2.05417 1.10992 -7.93808
39 C -1.61054 2.13428 -7.08460
40 C -1.05935 1.84679 -5.82943
41 C -0.94398 0.51020 -5.44808
42 N -1.05667 1.08433 -0.60780
43 C 0.02251 0.69201 0.07436
44 C 0.43980 1.26617 1.25776
45 C 1.36072 0.65647 2.10881
46 C 2.03131 1.45496 3.14350
47 C 3.39056 1.25659 3.50957
48 C 3.98465 2.02607 4.50709
49 C 3.27371 3.08000 5.09859
50 C 1.95118 3.33135 4.71567
51 C 1.33641 2.52621 3.75870
52 C -2.01428 2.11731 -0.19792
53 C -1.41410 3.53813 -0.29707
54 C -2.60568 1.92842 1.20227
55 H -4.85151 2.43102 -2.08500
56 H -4.78196 2.64174 -0.30898
57 H -3.97557 3.81844 -1.37089
58 H -1.58514 -0.60087 -1.74836
59 H -0.07327 1.66490 -3.19780
60 H 0.69499 0.20352 -2.51879
61 H -0.62019 -2.28901 -3.64733
62 H -1.54835 -2.63376 -5.99984
63 H -2.31516 -1.06057 -8.17419
64 H -2.47933 1.36697 -8.90971
65 H -1.70123 3.17682 -7.39747
66 H -0.72937 2.61740 -5.12914
67 H 0.59214 -0.13534 -0.36580
68 H 0.03049 2.23838 1.52793
69 H 1.83338 -0.27835 1.78744
70 H 3.96662 0.49303 2.98221
71 H 5.02030 1.84651 4.78362
72 H 3.75104 3.72290 5.83972
73 H 1.40143 4.18238 5.12246
74 H 0.29228 2.70547 3.49122
75 H -1.22609 3.79586 -1.34891
76 H -2.12764 4.25843 0.12828
77 H -0.47266 3.61469 0.25455
78 H -3.14208 0.97238 1.26991
79 H -1.83092 1.96386 1.97428
80 H -3.31181 2.74933 1.38862

Results of the Löwdin charge analysis, in e, for atoms 1 through 4:
1 C -0.15
2 C -0.18
3 C -0.10
4 C -0.23